This record from OMol25 describes the molecule C24H25N3O5. The level of theory is the ωB97M-V functional and the def2-TZVPD basis.

Geometry (Å):
1 C -5.575 5.665 4.819
2 C -5.259 4.183 4.763
3 O -4.274 3.970 3.752
4 C -3.858 2.710 3.589
5 O -4.276 1.784 4.242
6 C -2.833 2.582 2.523
7 C -2.384 3.681 1.795
8 C -1.432 3.517 0.809
9 C -0.913 2.252 0.552
10 N 0.065 2.092 -0.463
11 C 1.127 2.977 -0.640
12 O 1.377 3.898 0.085
13 C 1.864 2.561 -1.890
14 C 1.288 1.195 -2.276
15 N 2.280 0.152 -2.116
16 C 2.135 -1.041 -2.921
17 C 1.238 -2.111 -2.274
18 N 1.767 -2.427 -0.967
19 C 2.436 -3.560 -0.638
20 O 3.078 -3.659 0.393
21 C 2.305 -4.707 -1.588
22 C 1.066 -5.290 -1.835
23 C 0.975 -6.400 -2.656
24 C 2.115 -6.931 -3.238
25 C 3.351 -6.359 -2.986
26 C 3.448 -5.256 -2.156
27 C 1.855 -1.270 -0.102
28 C 2.703 -0.175 -0.765
29 C 0.037 1.070 -1.394
30 O -0.828 0.239 -1.485
31 C -1.354 1.150 1.277
32 C -2.313 1.318 2.254
33 H -4.678 6.231 5.056
34 H -6.324 5.850 5.583
35 H -5.956 6.004 3.859
36 H -6.150 3.593 4.518
37 H -4.867 3.820 5.720
38 H -2.788 4.659 2.003
39 H -1.083 4.367 0.245
40 H 1.683 3.314 -2.658
41 H 2.938 2.522 -1.715
42 H 0.967 1.170 -3.321
43 H 1.746 -0.770 -3.904
44 H 3.139 -1.462 -3.050
45 H 1.217 -3.002 -2.900
46 H 0.220 -1.724 -2.160
47 H 0.180 -4.879 -1.373
48 H 0.012 -6.852 -2.842
49 H 2.040 -7.795 -3.881
50 H 4.241 -6.777 -3.431
51 H 4.410 -4.814 -1.940
52 H 2.316 -1.587 0.835
53 H 0.841 -0.910 0.097
54 H 2.696 0.723 -0.145
55 H 3.735 -0.536 -0.834
56 H -0.955 0.169 1.075
57 H -2.672 0.478 2.829

## Properties
structure (SMILES)	CCOC(=O)c1ccc(N2C(=O)C[C@@H](N3CCN(C(=O)c4ccccc4)CC3)C2=O)cc1
energy	-1470.094666	hartree
HOMO level	-8.52	eV
orbital gap	8.753	eV
charge	0
energy relative to the best compared isomer or geometry (same formula, charge and spin)	0.000	eV